Entry 1:
Below is C39H41Br2N5O3PdS6 as an isolated structure at a distorted geometry, with properties calculated with the ωB97M-V functional and the def2-TZVPD basis.

Each line ends with the Löwdin charge.
Element x y z (Å)
Pd -0.188 0.511 -0.986  0.84
C -3.542 0.824 -0.798  0.00
C -2.865 1.645 0.256  -0.27
C -3.602 2.325 1.242  0.03
C -2.954 3.026 2.222  0.00
C -1.545 3.077 2.224  -0.19
C -0.752 3.769 3.200  -0.59
Br -1.585 4.716 4.579  0.92
C 0.629 3.755 3.151  -0.14
C 1.296 3.069 2.151  -0.57
Br 3.151 3.029 2.107  0.92
C 0.580 2.362 1.126  -0.36
O 1.169 1.732 0.224  -0.09
C -0.883 2.390 1.206  -0.14
N -1.542 1.704 0.255  0.07
H -4.479 0.417 -0.419  0.10
H -2.897 0.013 -1.128  0.05
H -3.781 1.441 -1.672  0.09
H -4.682 2.268 1.223  0.13
H -3.514 3.544 2.988  0.10
H 1.197 4.281 3.906  0.11
O -0.298 -0.698 0.895  -0.59
S 0.567 -1.808 1.472  1.05
C 0.614 -3.078 0.177  -0.30
C 1.610 -2.678 -0.904  -0.26
C 1.507 -3.463 -2.212  -0.21
C 0.144 -3.491 -2.891  -0.29
S -0.513 -1.850 -3.291  0.96
O -1.025 -1.322 -1.972  -0.64
C -1.961 -2.392 -4.176  -0.39
C -3.206 -2.317 -3.575  -0.06
C -4.321 -2.720 -4.298  -0.05
C -4.179 -3.184 -5.598  -0.05
C -2.924 -3.243 -6.191  -0.05
C -1.805 -2.837 -5.484  -0.08
C -0.503 -2.665 2.606  -0.40
C -1.879 -2.607 2.445  -0.07
C -2.682 -3.308 3.330  -0.06
C -2.107 -4.053 4.354  -0.05
C -0.728 -4.096 4.506  -0.06
C 0.086 -3.389 3.632  -0.08
H -0.414 -3.154 -0.180  0.09
H 0.892 -4.014 0.667  0.11
H 2.620 -2.815 -0.512  0.11
H 1.522 -1.612 -1.126  0.04
H 1.793 -4.505 -2.045  0.13
H 2.236 -3.052 -2.913  0.10
H -0.629 -3.983 -2.296  0.11
H 0.207 -4.020 -3.845  0.10
H -3.291 -1.956 -2.558  0.10
H -5.302 -2.674 -3.844  0.11
H -5.052 -3.498 -6.155  0.12
H -2.819 -3.596 -7.209  0.12
H -0.824 -2.858 -5.949  0.12
H -2.301 -2.013 1.643  0.11
H -3.758 -3.275 3.225  0.11
H -2.741 -4.598 5.042  0.12
H -0.286 -4.667 5.311  0.12
H 1.164 -3.397 3.754  0.12
S -4.340 5.972 -3.889  0.80
C -3.162 4.927 -3.477  -1.06
S -2.796 3.466 -4.352  1.03
C -1.686 2.984 -3.105  -1.08
N -1.600 3.879 -2.110  0.06
N -2.352 4.938 -2.342  -0.12
C -2.269 6.016 -1.395  -0.19
C -2.292 7.344 -1.801  -0.03
C -2.177 8.338 -0.843  -0.04
C -2.035 8.015 0.499  -0.05
C -1.986 6.683 0.888  -0.05
C -2.095 5.680 -0.058  -0.01
S -0.719 1.627 -3.230  0.67
H -2.361 7.609 -2.845  0.10
H -2.188 9.373 -1.154  0.12
H -1.949 8.800 1.238  0.12
H -1.861 6.428 1.932  0.08
H -2.051 4.640 0.222  0.08
C 2.709 -0.787 -5.218  -0.08
N 3.716 -0.911 -4.170  -0.20
C 5.081 -1.055 -4.687  -0.03
C 3.483 -0.409 -2.935  -0.73
S 2.226 0.708 -2.653  0.66
N 4.340 -0.763 -1.953  -0.19
C 4.425 0.005 -0.714  -0.07
C 5.069 -2.028 -1.950  -0.05
H 2.943 -1.513 -5.995  0.10
H 2.707 0.214 -5.654  0.10
H 1.721 -0.985 -4.815  0.03
H 5.189 -0.416 -5.564  0.10
H 5.294 -2.083 -4.979  0.10
H 5.806 -0.731 -3.949  0.09
H 4.114 1.029 -0.891  0.05
H 5.460 -0.011 -0.370  0.10
H 3.790 -0.415 0.072  0.09
H 4.666 -2.700 -2.702  0.09
H 4.957 -2.490 -0.968  0.09
H 6.136 -1.896 -2.135  0.10

As for the charge: +2. As for the LUMO energy (alpha / beta): -5.29 / -7.39 eV. The energy relative to the best compared isomer or geometry (same formula, charge and spin) is 0.038 eV. The value obtained for the HOMO energy (alpha / beta) is -12.63 / -12.68 eV. Its spin multiplicity is 5.

***

Entry 2:
Below is C39H41ClNdP3 as an isolated structure at a distorted geometry, with properties calculated with the ωB97M-V functional and the def2-TZVPD basis.

Each line ends with the Löwdin charge.
Element x y z (Å)
Nd -0.232 -0.519 -0.752  0.84
Cl -0.445 -1.736 -2.867  -0.07
P -0.980 2.173 -1.240  0.92
P 1.838 -1.793 0.726  0.94
C -2.794 2.082 -1.101  -0.40
C -0.705 2.260 -3.061  -0.39
C -0.436 3.698 -0.471  -0.40
C 2.582 -1.321 2.299  -0.38
C 0.952 -3.384 1.008  -0.37
C 3.089 -2.236 -0.548  -0.37
C -3.492 2.995 -0.295  -0.10
C -4.872 2.875 -0.108  -0.05
C -5.564 1.821 -0.684  -0.06
C -4.870 0.840 -1.390  -0.05
C -3.492 0.961 -1.586  -0.13
H -2.958 3.792 0.210  0.10
H -5.421 3.647 0.456  0.13
H -6.652 1.758 -0.611  0.12
H -5.413 -0.012 -1.829  0.13
H -2.949 0.172 -2.112  0.08
C -0.355 3.796 0.926  -0.14
C 0.083 4.975 1.523  -0.06
C 0.481 6.046 0.712  -0.05
C 0.499 5.920 -0.688  -0.04
C 0.070 4.724 -1.270  -0.06
H -0.585 2.928 1.526  0.06
H 0.097 5.058 2.627  0.12
H 0.767 6.982 1.189  0.12
H 0.807 6.771 -1.322  0.13
H 0.132 4.592 -2.352  0.11
C -1.733 2.726 -3.885  -0.08
C -1.539 2.830 -5.262  -0.04
C -0.326 2.408 -5.821  -0.05
C 0.662 1.844 -5.020  -0.06
C 0.472 1.757 -3.636  -0.13
H -2.697 3.012 -3.457  0.11
H -2.326 3.283 -5.892  0.13
H -0.146 2.529 -6.891  0.12
H 1.606 1.493 -5.454  0.12
H 1.213 1.307 -2.992  0.06
C 0.697 -4.311 -0.024  -0.12
C -0.018 -5.486 0.194  -0.06
C -0.635 -5.725 1.422  -0.05
C -0.552 -4.738 2.397  -0.08
C 0.234 -3.595 2.200  -0.12
H 1.053 -4.113 -1.052  0.11
H -0.038 -6.273 -0.580  0.13
H -1.130 -6.668 1.623  0.12
H -1.078 -4.903 3.351  0.12
H 0.256 -2.824 2.956  0.09
C 2.032 -0.318 3.102  -0.13
C 2.659 0.044 4.297  -0.06
C 3.838 -0.616 4.683  -0.05
C 4.408 -1.609 3.878  -0.04
C 3.780 -1.946 2.661  -0.06
H 1.163 0.215 2.758  0.03
H 2.221 0.846 4.910  0.12
H 4.305 -0.335 5.631  0.12
H 5.332 -2.141 4.178  0.13
H 4.251 -2.686 2.015  0.10
C 3.787 -3.439 -0.411  -0.11
C 4.802 -3.765 -1.312  -0.04
C 5.044 -2.942 -2.422  -0.04
C 4.258 -1.808 -2.631  -0.05
C 3.268 -1.459 -1.706  -0.11
H 3.559 -4.150 0.387  0.12
H 5.429 -4.654 -1.131  0.13
H 5.849 -3.168 -3.128  0.12
H 4.420 -1.154 -3.499  0.12
H 2.648 -0.591 -1.864  0.04
H 0.821 1.238 1.085  0.17
H 1.502 1.187 -0.319  0.13
C -2.625 1.022 2.425  -0.26
P -1.901 -0.547 1.682  0.82
C -2.284 -1.640 3.090  -0.29
C -2.620 -1.978 0.282  -0.23
H -1.776 1.348 3.105  0.06
H -3.525 0.853 3.040  0.06
H -2.797 1.917 1.794  0.01
H -3.251 -1.400 3.530  0.06
H -2.129 -2.714 2.974  0.03
H -1.446 -1.304 3.724  0.04
H -3.575 -2.422 0.612  0.06
H -2.759 -1.508 -0.722  -0.04
H -1.846 -2.799 0.209  0.03

As for the charge: +2. As for the LUMO energy (alpha / beta): -7.95 / -8.00 eV. The value obtained for the HOMO energy (alpha / beta) is -13.79 / -13.78 eV. Its spin multiplicity is 4.

***

Entry 3:
Below is a 2-piece molecular cluster, C39H41N3O6S overall at a distorted geometry, with properties calculated with the ωB97M-V functional and the def2-TZVPD basis.

Each line ends with the Löwdin charge.
Element x y z (Å)
C 6.494 -3.733 -0.044  -0.05
O 6.998 -2.449 0.372  -0.07
C 6.122 -1.414 0.416  -0.19
C 4.757 -1.491 0.137  0.01
C 3.888 -0.546 0.678  -0.23
C 2.401 -0.765 0.570  -0.08
C 1.798 -1.292 1.877  -0.15
C 2.357 -2.665 2.276  -0.36
O 3.526 -2.956 2.534  0.09
N 1.309 -3.532 2.327  -0.04
C 1.518 -4.933 2.625  0.00
C 0.001 -2.964 2.014  -0.46
C -0.560 -3.586 0.732  0.01
C -0.955 -3.201 3.193  0.01
N 0.356 -1.548 1.804  0.05
C -0.494 -0.579 1.405  0.03
C -1.864 -0.744 1.223  -0.07
C -2.719 0.213 0.679  0.06
C -4.152 0.108 0.758  -0.20
C -4.950 1.280 0.739  -0.02
C -6.327 1.226 0.953  -0.07
C -6.967 -0.004 1.145  -0.05
C -6.207 -1.187 1.106  -0.06
C -4.829 -1.140 0.909  -0.02
C 4.387 0.551 1.380  0.03
C 5.766 0.701 1.576  -0.19
O 6.367 1.623 2.374  -0.08
C 5.649 2.827 2.716  -0.05
C 6.648 -0.231 0.980  -0.15
O 7.992 -0.129 1.209  -0.08
C 8.472 -0.644 2.489  -0.03
H 7.359 -4.393 -0.006  0.09
H 5.707 -4.080 0.645  0.09
H 6.106 -3.680 -1.074  0.10
H 4.349 -2.358 -0.394  0.12
H 1.881 0.166 0.307  0.12
H 2.199 -1.515 -0.209  0.13
H 2.023 -0.580 2.697  0.18
H 2.588 -5.098 2.783  0.10
H 0.971 -5.226 3.529  0.10
H 1.175 -5.557 1.792  0.10
H 0.202 -3.539 -0.058  0.11
H -0.839 -4.632 0.917  0.09
H -1.445 -3.043 0.392  0.07
H -0.421 -3.055 4.142  0.10
H -1.814 -2.528 3.169  0.07
H -1.325 -4.235 3.163  0.10
H -0.036 0.403 1.236  0.16
H -2.321 -1.680 1.554  0.07
H -2.287 1.125 0.253  0.13
H -4.463 2.237 0.528  0.12
H -6.912 2.151 0.947  0.13
H -8.046 -0.046 1.298  0.11
H -6.705 -2.149 1.240  0.11
H -4.251 -2.065 0.848  0.11
H 3.681 1.271 1.815  0.12
H 6.407 3.484 3.140  0.09
H 5.205 3.291 1.823  0.10
H 4.867 2.609 3.456  0.09
H 9.548 -0.492 2.446  0.09
H 8.028 -0.072 3.311  0.09
H 8.226 -1.709 2.570  0.09
C -7.939 1.760 -3.766  -0.09
C -7.230 2.496 -4.723  -0.08
C -5.983 3.054 -4.415  -0.05
C -5.449 2.867 -3.136  -0.26
S -3.931 3.675 -2.587  0.64
C -2.700 2.464 -2.607  -0.24
C -1.365 2.771 -2.941  -0.31
C -0.504 1.737 -3.439  -0.06
C 0.825 1.986 -3.725  -0.07
C 1.383 3.256 -3.501  -0.28
C 2.784 3.491 -3.712  -0.22
N 3.932 3.680 -3.852  0.11
C 0.548 4.306 -3.080  -0.05
C -0.798 4.085 -2.829  -0.04
O -3.664 4.688 -3.586  -0.34
O -4.247 4.087 -1.228  -0.36
C -6.142 2.105 -2.206  -0.08
C -7.380 1.544 -2.503  -0.08
H -8.922 1.348 -3.995  0.10
H -7.647 2.638 -5.723  0.10
H -5.421 3.631 -5.149  0.11
H -3.055 1.442 -2.481  0.06
H -0.940 0.751 -3.611  0.10
H 1.464 1.201 -4.135  0.11
H 0.970 5.310 -2.971  0.12
H -1.434 4.923 -2.538  0.10
H -5.699 1.953 -1.228  0.05
H -7.895 0.950 -1.745  0.10

As for the charge: 0. As for the LUMO energy: -2.81 eV. The value obtained for the HOMO energy is -5.68 eV.

***

Entry 4:
Below is C39H42Cl3GeN6O5PtS as an isolated structure, with properties calculated with the ωB97M-V functional and the def2-TZVPD basis.

Each line ends with the Löwdin charge.
Element x y z (Å)
Pt -0.519 -0.225 1.958  1.37
Cl -7.962 -1.778 2.605  0.70
C -6.280 -1.516 2.296  -0.67
C -5.616 -0.488 2.933  -0.13
C -4.270 -0.267 2.676  -0.56
Cl -3.527 1.050 3.521  0.73
C -3.545 -1.061 1.778  -0.40
O -2.276 -0.966 1.390  -0.33
C -4.269 -2.108 1.176  -0.53
Cl -3.432 -3.159 0.071  0.81
C -5.608 -2.338 1.408  -0.12
H -6.137 0.152 3.629  0.11
H -6.115 -3.154 0.913  0.11
O -1.118 1.697 1.513  -0.12
C -1.078 1.465 0.254  -0.58
O -0.525 0.376 -0.086  -0.10
C -1.706 2.384 -0.727  -0.13
C -1.785 1.790 -2.127  -0.25
Ge -0.114 1.598 -3.165  1.02
C 1.373 0.540 -2.436  -0.27
C 2.098 0.949 -1.311  -0.13
C 3.239 0.272 -0.906  -0.08
C 3.679 -0.840 -1.618  -0.08
C 2.963 -1.273 -2.724  -0.10
C 1.820 -0.587 -3.128  -0.11
C -0.621 0.789 -4.864  -0.29
C 0.250 0.885 -5.951  -0.11
C -0.082 0.333 -7.179  -0.08
C -1.296 -0.322 -7.341  -0.08
C -2.175 -0.422 -6.273  -0.08
C -1.837 0.132 -5.043  -0.11
C 0.527 3.423 -3.443  -0.27
C -0.379 4.395 -3.876  -0.11
C 0.018 5.710 -4.065  -0.08
C 1.335 6.078 -3.822  -0.08
C 2.250 5.124 -3.405  -0.08
C 1.847 3.807 -3.217  -0.10
H -1.166 3.336 -0.705  0.14
H -2.700 2.597 -0.322  0.14
H -2.371 2.471 -2.747  0.08
H -2.333 0.846 -2.096  0.07
H 1.785 1.824 -0.751  0.11
H 3.799 0.617 -0.045  0.09
H 4.577 -1.359 -1.310  0.12
H 3.306 -2.130 -3.292  0.11
H 1.294 -0.914 -4.019  0.09
H 1.197 1.403 -5.842  0.11
H 0.601 0.421 -8.014  0.11
H -1.559 -0.747 -8.301  0.11
H -3.126 -0.924 -6.397  0.10
H -2.543 0.050 -4.224  0.09
H -1.407 4.126 -4.095  0.10
H -0.697 6.446 -4.409  0.11
H 1.646 7.104 -3.966  0.11
H 3.281 5.402 -3.229  0.11
H 2.583 3.074 -2.907  0.09
C 2.006 1.867 5.305  -0.03
N 0.695 1.235 5.142  -0.18
C -0.354 2.158 4.714  -0.06
C 0.555 -0.087 5.052  -0.64
S -0.796 -0.793 4.176  0.81
N 1.339 -0.914 5.726  -0.16
C 1.992 -0.538 6.984  -0.02
C 1.476 -2.339 5.394  -0.05
H 2.149 2.556 4.472  0.10
H 2.801 1.128 5.285  0.08
H 2.058 2.428 6.238  0.10
H -0.196 3.099 5.239  0.10
H -1.334 1.768 4.972  0.04
H -0.302 2.341 3.639  0.07
H 1.579 0.392 7.363  0.09
H 3.069 -0.456 6.849  0.10
H 1.785 -1.330 7.703  0.11
H 1.330 -2.504 4.331  0.06
H 0.764 -2.931 5.970  0.10
H 2.492 -2.630 5.655  0.09
N 1.349 0.427 2.230  0.02
C 2.448 0.000 2.324  -0.32
N 3.662 -0.305 2.329  0.13
C 4.247 -0.765 3.430  -0.34
N 4.765 -1.145 4.389  0.14
O 2.087 -2.904 1.781  0.13
C 1.082 -2.583 1.205  -0.55
O -0.031 -2.164 1.776  -0.25
C 0.992 -2.773 -0.310  -0.14
N -0.421 -2.522 -0.787  0.09
C -0.824 -3.668 -1.663  -0.13
C -0.054 -4.831 -1.061  -0.13
C 1.312 -4.208 -0.760  -0.09
H 1.655 -2.042 -0.768  0.12
H -0.511 -1.610 -1.243  0.15
H -1.026 -2.484 0.049  0.08
H -0.488 -3.445 -2.674  0.14
H -1.907 -3.761 -1.649  0.05
H 0.012 -5.668 -1.751  0.13
H -0.542 -5.178 -0.147  0.13
H 1.923 -4.185 -1.662  0.12
H 1.872 -4.730 0.011  0.13

As for the charge: +1. As for the LUMO energy: -4.28 eV. The energy relative to the best compared isomer or geometry (same formula, charge and spin) is 0.510 eV. The value obtained for the HOMO energy is -10.68 eV.

***

Entry 5:
Below is a 9-piece molecular cluster, C39H42F6O3 overall at a distorted geometry, with properties calculated with the ωB97M-V functional and the def2-TZVPD basis.

Each line ends with the Löwdin charge.
Element x y z (Å)
F -5.230 4.764 -2.856  0.07
C -4.935 4.066 -1.756  -0.28
C -5.406 2.755 -1.659  0.00
C -5.230 2.057 -0.462  -0.08
C -4.520 2.639 0.575  -0.09
C -4.012 3.927 0.414  -0.11
C -4.237 4.661 -0.725  -0.02
H -5.840 2.267 -2.525  0.12
H -5.552 1.031 -0.482  0.08
H -4.275 2.112 1.477  0.10
H -3.423 4.416 1.182  0.11
H -3.849 5.657 -0.841  0.12
F 1.385 -2.891 -6.003  0.06
C 1.978 -2.980 -4.812  -0.32
C 1.253 -3.384 -3.727  -0.01
C 1.883 -3.489 -2.475  -0.08
C 3.240 -3.228 -2.396  -0.09
C 3.922 -2.781 -3.523  -0.08
C 3.313 -2.685 -4.760  -0.02
H 0.197 -3.570 -3.858  0.11
H 1.329 -3.830 -1.604  0.09
H 3.754 -3.363 -1.455  0.10
H 4.973 -2.577 -3.398  0.10
H 3.866 -2.358 -5.649  0.13
F -1.881 -3.625 -0.170  0.06
C -3.100 -3.135 -0.310  -0.33
C -3.621 -2.280 0.631  -0.01
C -4.922 -1.796 0.435  -0.09
C -5.647 -2.190 -0.665  -0.11
C -5.106 -3.047 -1.636  -0.06
C -3.795 -3.534 -1.460  0.00
H -2.953 -1.968 1.430  0.11
H -5.344 -1.069 1.115  0.10
H -6.626 -1.754 -0.811  0.10
H -5.692 -3.288 -2.523  0.11
H -3.349 -4.193 -2.197  0.11
F 2.176 3.380 2.183  0.06
C 3.462 3.682 2.339  -0.31
C 3.840 4.034 3.636  -0.01
C 5.189 4.324 3.849  -0.08
C 6.112 4.249 2.778  -0.08
C 5.648 3.877 1.516  -0.09
C 4.333 3.596 1.309  -0.05
H 3.212 4.014 4.520  0.11
H 5.561 4.541 4.842  0.10
H 7.140 4.478 3.021  0.10
H 6.290 3.815 0.642  0.11
H 3.926 3.345 0.335  0.13
F 2.135 -3.748 0.786  0.06
C 1.476 -3.160 1.792  -0.29
C 2.145 -2.212 2.544  -0.02
C 1.466 -1.568 3.543  -0.08
C 0.141 -1.911 3.822  -0.08
C -0.494 -2.899 3.056  -0.08
C 0.162 -3.524 2.005  -0.02
H 3.179 -1.997 2.293  0.10
H 1.917 -0.735 4.066  0.11
H -0.424 -1.324 4.537  0.10
H -1.536 -3.139 3.218  0.10
H -0.345 -4.274 1.413  0.11
F 2.221 0.696 0.233  0.07
C 0.957 0.700 -0.139  -0.31
C 0.417 -0.498 -0.619  0.01
C -0.897 -0.514 -1.062  -0.07
C -1.631 0.678 -1.027  -0.08
C -1.063 1.825 -0.515  -0.09
C 0.265 1.871 -0.110  -0.03
H 1.031 -1.388 -0.609  0.10
H -1.410 -1.407 -1.403  0.09
H -2.684 0.680 -1.294  0.10
H -1.644 2.722 -0.361  0.09
H 0.734 2.738 0.329  0.11
C 5.404 -0.153 1.315  -0.14
O 5.624 -1.457 1.883  -0.15
H 4.695 -0.318 0.506  0.07
H 4.887 0.451 2.050  0.07
H 6.364 0.211 0.966  0.08
H 5.583 -1.375 2.844  0.07
C -1.063 1.528 2.830  -0.15
O -1.636 1.206 4.101  -0.12
H -1.029 0.550 2.365  0.07
H -1.689 2.217 2.253  0.06
H -0.051 1.941 2.933  0.08
H -1.290 1.911 4.652  0.07
C -1.772 -0.727 -4.487  -0.16
O -2.697 -0.039 -5.315  -0.13
H -2.355 -1.289 -3.757  0.07
H -1.191 -1.429 -5.092  0.07
H -1.116 0.014 -4.058  0.07
H -2.224 0.473 -5.977  0.07

As for the charge: 0. As for the LUMO energy: 0.46 eV. The value obtained for the HOMO energy is -9.02 eV.